C31H52LuN2O3P2 | ωB97M-V/def2-TZVPD

- DFT total energy (eV) = -94307.764
- HOMO energy (Eh) = -0.365
- gap between HOMO and LUMO (eV) = 7.23
- F_max (eV Å⁻¹) = 3.0
- ΔE to the lowest compared entry with this formula, charge and spin (kcal/mol) = 0.0
- charge = +1

Cartesian coordinates (Å):
Lu1 0.992 1.190 1.099
C1 2.987 2.560 0.558
C2 1.894 3.186 -0.126
C3 1.430 3.233 2.156
C4 2.714 2.597 1.968
C5 0.912 3.567 0.853
C6 4.258 2.090 -0.063
H1 4.137 1.821 -1.120
H2 4.658 1.207 0.454
H3 5.034 2.871 -0.016
C7 3.609 2.065 3.033
H4 4.479 1.550 2.606
H5 3.091 1.339 3.681
H6 3.976 2.871 3.687
C8 0.725 3.417 3.457
H7 0.787 4.457 3.813
H8 1.165 2.779 4.237
H9 -0.343 3.166 3.376
C9 -0.473 4.047 0.589
H10 -0.621 5.065 0.981
H11 -1.243 3.405 1.060
H12 -0.686 4.073 -0.488
C10 1.853 3.534 -1.571
H13 1.981 4.619 -1.710
H14 0.903 3.257 -2.049
H15 2.657 3.043 -2.131
C11 1.183 -1.889 -1.104
C12 2.015 -1.048 -1.763
C13 1.700 -0.053 -2.836
C14 0.243 0.341 -3.204
C15 -0.740 0.872 -2.222
C16 -1.453 0.176 -1.321
C17 -1.363 -1.258 -0.912
C18 -0.225 -2.157 -1.467
H16 2.112 -0.375 -3.815
H17 -0.203 -0.544 -3.720
H18 2.261 0.859 -2.566
H19 -0.281 -2.163 -2.578
H20 1.552 -2.359 -0.184
H21 3.031 -0.939 -1.347
H22 -0.473 -3.180 -1.128
H23 -1.298 -1.241 0.189
H24 -2.100 0.766 -0.645
H25 -2.299 -1.817 -1.133
H26 0.345 1.112 -3.992
H27 -0.882 1.969 -2.230
P1 -1.367 -2.147 -4.310
C19 -0.910 -3.905 -4.276
C20 -1.098 -1.760 -6.066
P2 -3.869 -0.575 -3.760
C21 -3.172 -2.246 -4.134
C22 -4.275 -0.134 -5.530
C23 -5.587 -1.248 -3.525
H28 -1.285 -4.375 -3.353
H29 0.187 -4.003 -4.325
H30 -1.384 -4.352 -5.164
H31 -1.575 -2.581 -6.630
H32 -0.008 -1.745 -6.254
H33 -1.528 -0.782 -6.340
H34 -5.895 -1.776 -4.447
H35 -6.251 -0.390 -3.339
H36 -5.597 -1.939 -2.669
H37 -3.412 -2.965 -3.333
H38 -3.536 -2.625 -5.103
H39 -4.974 0.718 -5.486
H40 -4.781 -0.995 -6.003
H41 -3.387 0.157 -6.108
C24 0.917 -0.674 6.776
C25 0.916 -0.126 5.365
C26 0.284 -1.113 4.352
C27 0.952 -2.515 4.344
C28 2.471 -2.534 4.275
C29 -1.249 -1.224 4.552
O1 -1.775 -2.164 5.106
N1 -2.020 -0.135 4.117
C30 -1.704 0.642 3.022
O2 -2.363 1.539 2.544
N2 -0.484 0.292 2.466
C31 0.452 -0.485 3.025
O3 1.555 -0.522 2.325
H42 -0.049 -1.137 6.998
H43 1.089 0.138 7.485
H44 1.703 -1.424 6.908
H45 0.351 0.816 5.304
H46 1.936 0.114 5.025
H47 0.599 -3.076 5.217
H48 0.559 -3.042 3.463
H49 2.946 -2.253 5.223
H50 2.802 -3.550 4.034
H51 2.819 -1.873 3.476
H52 -3.003 -0.107 4.398

Löwdin atomic charge list, values in e, 4 entries: 1.84 -0.31 -0.29 -0.33